i) Density functional theory data (wB97M-V/def2-TZVPD) for the ion C5H9N2 with charge +1.

Bonds (Å) are listed after each position.
Positions of all 16 atoms, in Å:
1 C 1.480 -1.942 0.202  N7 1.178
2 C 0.724 1.433 -0.258  C3 1.617, C4 1.546, H8 1.167, H9 1.128
3 C 1.945 0.606 0.406  C2 1.617, N7 1.436, H10 1.047, H11 1.185
4 C -0.636 0.758 0.030  C2 1.546, N6 1.259, H12 1.240
5 C -1.945 -1.215 -0.064  N6 1.373, H13 1.135, H14 1.147, H15 1.156
6 N -1.080 -0.266 -0.552  C4 1.259, C5 1.373, H16 1.110
7 N 1.567 -0.768 0.224  C1 1.178, C3 1.436
8 H 0.551 2.578 -0.119  C2 1.167
9 H 0.911 1.575 -1.361  C2 1.128
10 H 2.939 0.771 0.120  C3 1.047
11 H 1.818 0.640 1.583  C3 1.185
12 H -1.407 1.425 0.736  C4 1.240
13 H -2.865 -0.869 0.504  C5 1.135
14 H -2.238 -1.951 -0.894  C5 1.147
15 H -1.346 -1.901 0.648  C5 1.156
16 H -0.420 -0.873 -1.206  N6 1.110

Output
LUMO energy   -5.248 eV
M   97.14 g/mol
Total charge   +1
HOMO level   -15.50 eV
Kohn-Sham gap   10.25 eV

=====

ii) Density functional theory data (wB97M-V/def2-TZVPD) for the ion C5H9N2 with charge +1.

Bonds (Å) are listed after each position.
Positions of all 16 atoms, in Å:
1 C -0.804 1.337 -1.625  C2 1.513, H8 1.105, H9 1.091, H10 1.088
2 C -0.631 -0.126 -1.281  C1 1.513, C3 1.499, H11 1.094, H12 1.088
3 C -0.016 -0.424 0.053  C2 1.499, C4 1.372, N7 1.376
4 C 0.830 -1.446 0.402  C3 1.372, N5 1.372, H13 1.076
5 N 1.242 -1.187 1.686  C4 1.372, C6 1.335, H14 1.015
6 C 0.543 -0.156 2.167  N5 1.335, N7 1.332, H15 1.077
7 N -0.196 0.345 1.179  C3 1.376, C6 1.332, H16 1.007
8 H 0.183 1.834 -1.660  C1 1.105
9 H -1.406 1.891 -0.904  C1 1.091
10 H -1.107 1.478 -2.660  C1 1.088
11 H -1.640 -0.549 -1.246  C2 1.094
12 H 0.033 -0.561 -2.025  C2 1.088
13 H 1.187 -2.201 -0.276  C4 1.076
14 H 2.164 -1.491 1.981  N5 1.015
15 H 0.423 0.128 3.200  C6 1.077
16 H -0.807 1.127 1.009  N7 1.007

Output
LUMO energy   -3.632 eV
M   97.14 g/mol
Total charge   +1
HOMO level   -14.13 eV
Kohn-Sham gap   10.49 eV

=====

iii) Density functional theory data (wB97M-V/def2-TZVPD) for the ion C5H9N2 with charge +1.

Bonds (Å) are listed after each position.
Positions of all 16 atoms, in Å:
1 C 1.848 1.133 0.155  C2 1.655, N6 1.341, H8 1.082
2 C 0.223 1.379 -0.041  C1 1.655, N7 1.453, H9 1.008
3 C 1.470 -1.203 -0.098  C4 1.504, N6 1.285, H10 1.123
4 C 0.092 -1.094 0.496  C3 1.504, N7 1.491, H11 0.999, H12 1.174
5 C -1.929 0.151 -0.007  N7 1.497, H13 1.158, H14 1.036, H15 1.026
6 N 2.157 -0.122 -0.203  C1 1.341, C3 1.285
7 N -0.447 0.101 -0.213  C2 1.453, C4 1.491, C5 1.497, H16 1.107
8 H 2.404 2.046 0.325  C1 1.082
9 H -0.040 2.225 -0.523  C2 1.008
10 H 1.839 -2.097 -0.667  C3 1.123
11 H -0.421 -1.888 0.173  C4 0.999
12 H 0.214 -0.771 1.618  C4 1.174
13 H -2.516 -0.561 -0.706  C5 1.158
14 H -2.039 -0.120 0.987  C5 1.036
15 H -2.389 1.068 -0.033  C5 1.026
16 H -0.467 -0.248 -1.264  N7 1.107

Output
LUMO energy (alpha / beta)   -5.196 / -5.196 eV
M   97.14 g/mol
Total charge   +1
HOMO level (alpha / beta)   -13.39 / -13.39 eV
Kohn-Sham gap (alpha / beta)   8.19 / 8.19 eV

=====

iv) Density functional theory data (wB97M-V/def2-TZVPD) for the ion C5H9N2 with charge +1.

Bonds (Å) are listed after each position.
Positions of all 16 atoms, in Å:
1 C -0.773 -0.156 1.647  C3 1.505, N7 1.280
2 C 0.699 -0.141 -0.081  C5 1.598, N6 1.264, N7 1.418
3 C -1.879 0.305 2.557  C1 1.505, H8 1.052, H9 1.045, H10 1.138
4 C 1.574 -1.059 -2.205  C5 1.452, H11 1.113, H12 1.194
5 C 0.755 0.015 -1.671  C2 1.598, C4 1.452, H14 1.033, H15 1.016
6 N 1.461 -0.770 0.707  C2 1.264, H13 0.997
7 N -0.509 0.329 0.492  C1 1.280, C2 1.418, H16 1.092
8 H -1.917 1.300 2.216  C3 1.052
9 H -1.466 0.310 3.517  C3 1.045
10 H -2.882 -0.222 2.665  C3 1.138
11 H 2.668 -1.061 -1.998  C4 1.113
12 H 1.155 -1.823 -3.020  C4 1.194
13 H 2.231 -1.311 0.378  N6 0.997
14 H -0.230 -0.064 -1.972  C5 1.033
15 H 1.105 0.968 -1.723  C5 1.016
16 H -0.986 0.935 -0.282  N7 1.092

Output
LUMO energy (alpha / beta)   -5.451 / -6.453 eV
M   97.14 g/mol
Total charge   +1
HOMO level (alpha / beta)   -14.76 / -12.41 eV
Kohn-Sham gap (alpha / beta)   9.31 / 5.96 eV

=====

Which of them is the most stable? Correct choice: ii).

=====

i) Density functional theory data (wB97M-V/def2-TZVPD) for the ion C5H9N2 with charge +1.

Bonds (Å) are listed after each position.
Positions of all 16 atoms, in Å:
1 C 0.692 1.669 1.521  C4 1.253, H8 1.093, H9 1.121
2 C -0.109 -2.696 0.231  N6 1.318, H10 1.056, H11 1.108
3 C -1.100 -0.681 -0.307  N6 1.507, N7 1.527, H12 1.114, H13 1.139
4 C 0.314 1.006 0.528  C1 1.253, N7 1.242
5 C 0.136 1.033 -1.694  N7 1.334, H14 1.118, H15 1.094, H16 1.104
6 N -0.346 -1.493 0.715  C2 1.318, C3 1.507
7 N -0.192 0.532 -0.503  C3 1.527, C4 1.242, C5 1.334
8 H 0.312 2.523 2.089  C1 1.093
9 H 1.579 1.292 2.092  C1 1.121
10 H -0.278 -2.685 -0.811  C2 1.056
11 H 0.791 -3.193 0.643  C2 1.108
12 H -0.965 -1.379 -1.165  C3 1.114
13 H -2.195 -0.507 -0.047  C3 1.139
14 H -0.428 1.988 -1.832  C5 1.118
15 H 0.155 0.471 -2.634  C5 1.094
16 H 1.167 1.423 -1.743  C5 1.104

Output
LUMO energy   -4.402 eV
M   97.14 g/mol
Total charge   +1
HOMO level   -14.73 eV
Kohn-Sham gap   10.33 eV

=====

ii) Density functional theory data (wB97M-V/def2-TZVPD) for the ion C5H9N2 with charge +1.

Bonds (Å) are listed after each position.
Positions of all 16 atoms, in Å:
1 C 0.551 -0.069 -2.061  C3 1.814, N7 1.370, H8 1.148, H9 1.135
2 C -1.190 0.320 -0.373  C3 1.459, C4 1.578, N6 1.459, H10 1.057
3 C 0.268 0.333 -0.315  C1 1.814, C2 1.459, C5 1.434
4 C -1.654 -0.585 0.833  C2 1.578, H11 1.132, H12 1.106, H13 1.172
5 C 1.453 0.384 0.490  C3 1.434, H14 1.135, H15 1.135, H16 1.077
6 N -1.660 -0.123 -1.681  C2 1.459, N7 1.224
7 N -0.736 -0.311 -2.462  C1 1.370, N6 1.224
8 H 1.166 0.595 -2.767  C1 1.148
9 H 1.144 -1.035 -1.988  C1 1.135
10 H -1.516 1.320 -0.263  C2 1.057
11 H -1.355 -1.619 0.483  C4 1.132
12 H -2.750 -0.679 0.941  C4 1.106
13 H -1.097 -0.086 1.736  C4 1.172
14 H 1.513 1.013 1.432  C5 1.135
15 H 2.265 0.693 -0.239  C5 1.135
16 H 1.686 -0.624 0.793  C5 1.077

Output
LUMO energy   -6.791 eV
M   97.14 g/mol
Total charge   +1
HOMO level   -14.27 eV
Kohn-Sham gap   7.48 eV

=====

Which of them is the most stable? Correct choice: i).

=====

i) Density functional theory data (wB97M-V/def2-TZVPD) for the ion C5H9N2 with charge +1.

Bonds (Å) are listed after each position.
Positions of all 16 atoms, in Å:
1 C -0.774 0.661 0.706  C3 1.553, C4 1.506, N6 1.461, H8 1.115
2 C -2.297 -0.523 -0.320  N6 1.235, N7 1.508, H9 1.046
3 C -0.078 -0.691 0.392  C1 1.553, C5 1.466, N7 1.333
4 C -0.196 1.580 -0.337  C1 1.506, H10 1.082, H11 1.095, H12 1.047
5 C 1.349 -1.008 0.510  C3 1.466, H13 1.102, H14 1.063, H15 1.142
6 N -2.177 0.525 0.322  C1 1.461, C2 1.235
7 N -1.012 -1.313 -0.327  C2 1.508, C3 1.333, H16 1.052
8 H -0.737 1.012 1.763  C1 1.115
9 H -3.063 -0.871 -0.942  C2 1.046
10 H 0.627 2.097 0.138  C4 1.082
11 H -0.995 2.316 -0.480  C4 1.095
12 H 0.153 1.381 -1.304  C4 1.047
13 H 1.842 -0.068 0.213  C5 1.102
14 H 1.685 -1.776 -0.143  C5 1.063
15 H 1.630 -1.140 1.608  C5 1.142
16 H -0.997 -2.306 -0.674  N7 1.052

Output
LUMO energy   -4.894 eV
M   97.14 g/mol
Total charge   +1
HOMO level   -15.76 eV
Kohn-Sham gap   10.86 eV

=====

ii) Density functional theory data (wB97M-V/def2-TZVPD) for the ion C5H9N2 with charge +1.

Bonds (Å) are listed after each position.
Positions of all 16 atoms, in Å:
1 C -1.323 -0.047 0.241  C2 1.458, C3 1.445, N6 1.241
2 C -0.488 -1.237 0.130  C1 1.458, C4 1.594, H8 1.120, H9 1.104
3 C -2.583 0.564 -0.114  C1 1.445, N6 1.561, H10 1.069, H11 1.073
4 C 1.081 -0.967 0.035  C2 1.594, C5 1.486, H12 1.008, H13 1.079
5 C 1.361 0.412 -0.443  C4 1.486, N7 1.306, H14 1.134
6 N -1.130 1.134 -0.091  C1 1.241, C3 1.561
7 N 2.160 1.176 0.251  C5 1.306, H15 0.975, H16 0.964
8 H -0.528 -1.951 0.992  C2 1.120
9 H -0.848 -1.589 -0.853  C2 1.104
10 H -3.154 0.554 -1.017  C3 1.069
11 H -3.169 1.034 0.654  C3 1.073
12 H 1.542 -1.004 0.931  C4 1.008
13 H 1.376 -1.741 -0.657  C4 1.079
14 H 0.775 0.773 -1.344  C5 1.134
15 H 2.291 2.140 0.314  N7 0.975
16 H 2.638 0.748 0.971  N7 0.964

Output
LUMO energy   -4.906 eV
M   97.14 g/mol
Total charge   +1
HOMO level   -14.10 eV
Kohn-Sham gap   9.20 eV

=====

Which of them is the most stable? Correct choice: i).